# 1
This record from the Open Molecules 2025 dataset describes a molecular structure, C19H42IrNO3P3 at a distorted geometry. The level of theory is ωB97M-V/def2-TZVPD.

```
69
Properties=species:S:1:pos:R:3:forces:R:3
Ir 0.209 0.061 0.803 0.65 2.76 0.84
P 0.578 -1.899 -0.207 -0.17 -2.29 0.76
P 2.495 0.063 1.515 0.69 -0.74 0.17
P -2.138 0.453 0.392 -0.46 -0.91 -0.49
H 1.611 2.219 -0.235 -0.28 -0.15 0.04
C 0.566 2.076 0.053 -0.35 0.40 1.33
C 0.205 2.147 1.433 0.13 0.88 -0.43
H 0.984 2.347 2.168 -0.49 -0.05 -0.20
C 1.494 -1.492 -1.727 -0.08 0.14 -0.53
C 1.550 -3.239 0.554 0.03 -0.07 -0.18
C -0.926 -2.811 -0.597 0.00 -0.40 -0.69
C 3.173 1.552 2.325 -0.26 0.17 -0.07
C 2.807 -1.212 2.802 -0.01 -0.04 0.14
C 3.824 -0.191 0.268 -0.16 -0.01 -0.04
C -2.914 2.061 0.796 0.21 -0.03 0.21
C -3.239 -0.783 1.161 -0.01 0.08 0.17
C -2.621 0.401 -1.367 0.32 0.31 -0.07
H -0.161 2.377 -0.707 0.17 -0.29 0.18
H -0.796 2.477 1.706 0.52 0.00 0.03
H 1.201 -2.177 -2.540 0.16 0.16 0.21
H 2.582 -1.585 -1.565 -0.63 0.01 -0.10
H 1.265 -0.451 -2.010 0.46 -0.52 0.11
H 1.591 -4.076 -0.155 0.11 0.16 0.11
H 1.042 -3.575 1.465 0.18 0.13 -0.29
H 2.565 -2.914 0.793 -0.13 -0.16 -0.08
H -0.676 -3.622 -1.296 -0.31 0.12 0.13
H -1.682 -2.147 -1.034 0.15 -0.38 0.10
H -1.309 -3.259 0.331 0.14 0.21 -0.24
H 4.265 1.455 2.376 -0.30 -0.03 0.05
H 2.774 1.648 3.341 0.04 0.11 -0.22
H 2.928 2.443 1.741 0.22 0.01 0.18
H 3.749 -1.738 2.590 -0.24 0.19 0.14
H 1.996 -1.952 2.878 0.34 0.38 -0.08
H 2.912 -0.675 3.758 0.00 -0.32 -0.24
H 4.791 0.116 0.694 -0.36 -0.15 -0.12
H 3.615 0.425 -0.617 0.15 -0.20 0.17
H 3.893 -1.247 -0.018 0.02 0.28 0.01
H -3.875 2.111 0.265 0.24 -0.03 0.34
H -2.283 2.888 0.456 -0.22 -0.06 0.01
H -3.073 2.156 1.876 -0.01 0.08 -0.23
H -4.102 -0.956 0.496 0.22 0.04 0.43
H -3.576 -0.375 2.123 -0.08 -0.26 -0.21
H -2.702 -1.726 1.337 -0.23 0.32 -0.08
H -3.533 0.983 -1.556 0.11 -0.41 0.14
H -2.727 -0.626 -1.727 -0.07 0.24 -0.04
H -1.789 0.888 -1.879 -0.48 -0.13 -0.02
C -0.591 1.138 -4.339 0.63 0.31 2.31
C 0.131 0.627 -5.438 0.59 -2.81 2.70
C 0.105 1.317 -6.651 0.06 1.65 -3.39
C -0.741 2.424 -6.791 0.51 -0.30 -0.71
C -1.534 2.870 -5.722 -1.04 2.27 -2.64
C -1.482 2.225 -4.482 0.53 -1.68 3.35
O -0.237 0.657 -3.071 -1.55 0.31 -2.69
H -0.356 -0.323 -3.092 0.55 0.58 -0.06
H 0.798 -0.231 -5.283 -0.37 0.43 -0.09
H 0.763 0.989 -7.457 -0.24 0.31 0.17
H -0.779 2.953 -7.742 0.00 -0.12 0.17
H -2.178 3.742 -5.867 0.26 -0.40 0.10
H -2.078 2.596 -3.644 0.34 -0.28 -0.22
N -0.853 -0.178 5.407 0.18 0.34 0.62
C -1.124 -1.528 4.807 -0.09 0.06 0.21
C -0.564 -1.502 3.397 0.63 -0.76 -0.78
O -0.357 -2.567 2.806 -0.58 1.71 0.59
O -0.330 -0.281 3.012 -0.06 -0.76 -0.95
H 0.145 -0.090 5.641 -0.27 -0.05 -0.09
H -1.365 -0.039 6.279 -0.14 0.07 0.05
H -1.046 0.591 4.736 -0.02 -0.66 0.20
H -0.667 -2.293 5.434 0.11 0.07 -0.13
H -2.198 -1.719 4.803 0.04 0.17 -0.07
```
Positions in Å, forces in eV/Å.

Its net charge is +3. Its multiplicity is 5. The value obtained for the molar mass is 617.688 g mol⁻¹.

Results of the natural (NBO) charge analysis, in e, for atoms 1 through 8: atom 1 (Ir): 0.4034, atom 2 (P): 1.0533, atom 3 (P): 1.0764, atom 4 (P): 1.0461, atom 5 (H): 0.2260, atom 6 (C): -0.4360, atom 7 (C): -0.5311, atom 8 (H): 0.2306

---

# 2
This record from the Open Molecules 2025 dataset describes a molecular structure, C19H42IrNO3P3 at a distorted geometry. The level of theory is ωB97M-V/def2-TZVPD.

```
69
Properties=species:S:1:pos:R:3:forces:R:3
Ir -0.035 0.097 0.078 2.14 -1.14 -0.11
P 0.111 1.499 1.958 -0.52 1.77 1.00
P -2.112 -0.730 0.418 -3.48 -2.48 0.85
P -0.681 1.602 -1.514 -0.89 2.63 -2.54
H 7.904 -0.948 -5.552 -0.02 0.27 -0.01
C 7.790 0.135 -5.668 -1.71 -2.67 -2.64
C 8.426 0.997 -4.861 2.16 2.67 2.39
H 9.077 0.649 -4.052 -0.17 0.08 -0.21
C 1.097 0.767 3.305 0.34 -0.68 -0.20
C -1.443 1.977 2.762 -0.13 0.07 -0.11
C 0.992 3.023 1.511 0.15 0.06 0.00
C -2.680 -1.858 -0.915 0.18 -0.09 0.01
C -2.317 -1.793 1.903 -0.01 -0.19 0.16
C -3.505 0.454 0.614 0.02 0.52 -0.02
C 0.604 2.678 -2.264 0.69 0.05 0.06
C -1.894 2.927 -1.101 -0.20 0.09 0.20
C -1.416 0.855 -3.026 0.05 -0.06 0.02
H 7.165 0.482 -6.497 0.16 -0.07 0.20
H 8.341 2.080 -4.996 0.02 -0.28 0.02
H 2.015 0.333 2.886 -0.21 0.15 0.16
H 0.537 -0.029 3.819 0.06 0.29 -0.24
H 1.366 1.533 4.048 -0.22 0.00 -0.36
H -1.987 1.092 3.122 0.22 0.25 -0.08
H -2.094 2.536 2.078 0.18 -0.09 0.22
H -1.202 2.615 3.623 -0.05 -0.11 -0.17
H 2.012 2.753 1.200 -0.26 0.07 0.15
H 1.043 3.676 2.394 0.01 -0.10 -0.21
H 0.514 3.568 0.686 0.00 -0.19 0.33
H -3.647 -2.305 -0.634 0.28 0.16 -0.07
H -1.929 -2.652 -1.038 -0.23 0.18 0.04
H -2.795 -1.345 -1.879 0.01 -0.08 0.36
H -3.382 -2.048 2.022 0.33 0.06 -0.05
H -1.982 -1.275 2.814 -0.09 -0.11 -0.26
H -1.752 -2.735 1.791 -0.27 0.44 -0.12
H -4.331 0.167 -0.052 0.26 -0.03 0.18
H -3.202 1.475 0.362 -0.21 -0.34 0.14
H -3.873 0.457 1.650 0.16 -0.10 -0.32
H 0.159 3.560 -2.750 -0.06 -0.43 0.16
H 1.181 2.135 -3.020 -0.07 -0.05 0.16
H 1.293 3.036 -1.494 -0.03 -0.01 -0.11
H -1.720 3.782 -1.768 -0.04 -0.31 0.13
H -1.794 3.297 -0.073 0.00 -0.11 -0.19
H -2.926 2.599 -1.261 0.22 0.02 0.03
H -1.384 1.590 -3.841 -0.14 -0.08 0.24
H -2.454 0.535 -2.875 0.21 0.18 0.01
H -0.836 -0.021 -3.342 -0.06 0.19 0.05
C 2.787 0.340 -1.425 -0.43 0.02 1.04
C 2.502 -0.589 -2.476 0.09 -0.59 -0.70
C 3.296 -0.659 -3.612 -1.14 -0.63 0.41
C 4.381 0.202 -3.786 0.19 0.09 0.01
C 4.629 1.188 -2.827 -0.08 0.61 0.80
C 3.844 1.287 -1.689 0.63 0.40 0.05
O 2.135 0.339 -0.295 1.93 0.10 -2.08
H -0.343 -0.590 -1.375 -0.16 0.40 0.38
H 1.662 -1.270 -2.335 0.26 -0.01 -0.06
H 3.053 -1.402 -4.371 0.10 0.18 0.18
H 5.027 0.122 -4.667 -0.42 -0.02 0.29
H 5.450 1.890 -2.989 -0.36 -0.10 0.20
H 4.005 2.075 -0.949 0.13 -0.29 -0.24
N 0.763 -3.631 2.953 -0.53 -0.09 0.95
C 1.603 -3.635 1.733 0.35 0.04 -0.62
C 0.914 -2.679 0.754 -0.44 -0.50 -0.61
O 0.490 -3.092 -0.324 0.60 1.06 1.07
O 0.746 -1.501 1.292 0.23 -0.61 -0.20
H 0.677 -2.681 3.351 0.12 -0.33 -0.30
H 1.129 -4.243 3.690 0.05 -0.05 -0.05
H -0.195 -3.957 2.744 0.40 0.01 0.12
H 2.614 -3.307 1.982 -0.19 0.06 0.09
H 1.649 -4.638 1.327 -0.12 -0.14 0.01
```
Positions in Å, forces in eV/Å.

Its net charge is +4. Its multiplicity is 6. The value obtained for the molar mass is 617.688 g mol⁻¹.

Results of the natural (NBO) charge analysis, in e, for atoms 1 through 8: atom 1 (Ir): 0.6772, atom 2 (P): 1.1407, atom 3 (P): 1.0046, atom 4 (P): 1.0031, atom 5 (H): 0.2450, atom 6 (C): 0.0042, atom 7 (C): 0.0187, atom 8 (H): 0.2467

---

# 3
This record from the Open Molecules 2025 dataset describes a molecular structure, C19H42NO2P3SeSn at a distorted geometry. The level of theory is ωB97M-V/def2-TZVPD.

```
69
Properties=species:S:1:pos:R:3:forces:R:3
Sn 0.143 0.061 -0.479 0.90 1.32 0.81
P -1.146 2.420 -0.891 -0.06 0.72 -0.02
P 0.087 0.274 2.446 0.59 0.02 1.00
P -2.181 -1.148 0.047 -0.55 -0.83 -0.92
H 1.717 -5.366 -6.869 -0.26 0.07 -0.08
C 0.671 -5.211 -7.152 1.04 -2.82 1.58
C 0.275 -4.138 -7.871 -0.98 2.40 -1.91
H 0.993 -3.417 -8.263 -0.09 -0.11 0.01
C 0.057 3.648 -1.485 0.29 -0.08 -0.11
C -1.974 3.263 0.500 -0.02 -0.31 0.31
C -2.384 2.373 -2.229 0.07 -0.43 -0.05
C 0.738 -1.167 3.370 -0.01 -0.26 -0.59
C 1.123 1.571 3.208 0.19 0.40 -0.51
C -1.488 0.588 3.337 -0.29 0.07 -0.56
C -2.634 -1.860 -1.572 -0.08 0.03 0.00
C -3.640 -0.160 0.522 0.27 0.49 0.15
C -2.173 -2.579 1.174 0.37 0.09 0.17
H -0.049 -5.983 -6.858 0.24 0.12 -0.32
H -0.778 -3.997 -8.117 0.14 0.11 0.07
H 0.832 3.140 -2.073 -0.12 0.22 0.07
H 0.525 4.167 -0.637 -0.18 -0.24 -0.24
H -0.457 4.384 -2.120 0.11 -0.19 0.19
H -1.251 3.423 1.314 -0.24 -0.02 -0.23
H -2.811 2.656 0.879 0.24 0.27 -0.11
H -2.363 4.242 0.175 0.16 -0.35 0.01
H -1.901 1.997 -3.141 -0.18 0.13 0.15
H -2.764 3.387 -2.417 0.10 -0.26 0.10
H -3.220 1.710 -1.970 0.16 0.24 -0.15
H 0.792 -0.919 4.439 -0.06 -0.02 -0.28
H 1.741 -1.403 3.001 -0.11 -0.04 0.17
H 0.094 -2.040 3.228 0.17 0.06 0.11
H 1.032 1.506 4.299 -0.06 -0.02 -0.23
H 0.788 2.559 2.870 0.10 -0.14 0.14
H 2.173 1.433 2.928 -0.23 -0.02 0.04
H -1.274 0.794 4.395 0.07 -0.12 -0.29
H -2.162 -0.273 3.275 0.10 0.19 0.08
H -1.982 1.467 2.906 0.00 -0.15 0.19
H -3.641 -2.301 -1.500 0.31 0.10 -0.11
H -1.909 -2.634 -1.864 -0.22 0.22 0.10
H -2.638 -1.065 -2.334 -0.07 -0.27 0.17
H -4.533 -0.802 0.530 0.33 0.04 -0.05
H -3.801 0.657 -0.193 -0.01 -0.27 0.22
H -3.503 0.266 1.525 -0.12 -0.12 -0.31
H -3.159 -3.068 1.127 0.30 0.18 -0.04
H -1.980 -2.271 2.212 -0.09 -0.14 -0.33
H -1.393 -3.288 0.860 -0.27 0.15 0.12
C 0.984 -3.416 -1.666 -0.57 -0.37 -0.75
C 0.822 -2.743 -2.894 0.07 0.43 0.11
C 0.553 -3.438 -4.061 -0.02 -0.07 -0.11
C 0.428 -4.829 -4.031 0.20 0.47 0.50
C 0.518 -5.511 -2.814 -0.11 0.03 -0.08
C 0.754 -4.812 -1.631 0.43 0.11 0.09
Se 1.565 -2.477 -0.152 -0.25 -0.13 0.34
H 1.141 0.030 -1.986 -1.12 0.28 1.00
H 0.931 -1.659 -2.920 0.11 -0.39 -0.19
H 0.458 -2.894 -5.004 0.04 -0.08 0.34
H 0.274 -5.369 -4.963 -0.12 -0.08 0.45
H 0.415 -6.593 -2.808 -0.03 0.18 0.18
H 0.796 -5.330 -0.675 0.12 -0.06 -0.26
N 3.542 3.764 0.818 0.30 0.08 0.07
C 4.195 2.512 0.271 -0.08 0.45 -0.17
C 3.110 1.550 -0.199 0.20 -0.83 -0.76
O 3.424 0.615 -0.939 -0.56 0.80 0.96
O 1.942 1.854 0.253 -0.86 -0.92 -0.28
H 3.053 4.249 0.056 0.05 -0.06 0.37
H 4.248 4.402 1.205 -0.10 -0.02 -0.05
H 2.861 3.527 1.557 0.23 0.07 -0.49
H 4.846 2.806 -0.549 0.00 -0.05 0.01
H 4.798 2.087 1.060 0.14 -0.21 0.17
```
Positions in Å, forces in eV/Å.

Its net charge is +4. Its multiplicity is 1. The value obtained for the molar mass is 607.143 g mol⁻¹.

Results of the natural (NBO) charge analysis, in e, for atoms 1 through 8: atom 1 (Sn): 0.8397, atom 2 (P): 0.9934, atom 3 (P): 0.9897, atom 4 (P): 1.0033, atom 5 (H): 0.2497, atom 6 (C): -0.0156, atom 7 (C): 0.0111, atom 8 (H): 0.2464

---

The evaluated relative energy (zero: lowest compared OMol25 entry of this formula, charge and spin) for the records listed, in turn: 0.00, 0.00, 48.39 kcal/mol.